Below is the ion C11H14Cl2N with charge +1 in a non-equilibrium geometry, with properties calculated with ωB97M-V/def2-TZVPD.

Atoms and positions in Å:
C: 1.0771 -2.9715 0.6426
C: 1.8609 -2.6920 -0.4867
C: 0.6155 -1.9955 1.3771
C: 2.3671 -1.5052 -0.7522
C: 0.8266 -0.5406 0.9401
C: 2.0611 -0.4121 0.1368
C: 0.1261 0.4314 1.7669
C: -0.5511 -0.0076 0.4930
C: 3.1099 0.4741 0.2256
C: -0.4402 0.6564 -1.9969
C: -1.4633 2.0224 -0.3190
N: -0.4241 1.0367 -0.5532
Cl: 2.9312 1.8889 1.3367
Cl: 4.4526 0.6079 -0.7636
H: 1.0311 -4.0266 0.9608
H: 2.1971 -3.4631 -1.1800
H: 0.2593 -2.0513 2.4004
H: 2.9273 -1.3633 -1.6782
H: -0.3617 -0.0903 2.6067
H: 0.4721 1.3963 1.8550
H: -1.3903 -0.7552 0.4393
H: -0.0076 1.4521 -2.5786
H: 0.2929 -0.0814 -2.1140
H: -1.4365 0.3366 -2.2957
H: -1.1445 2.8933 -0.8888
H: -2.4030 1.6950 -0.8215
H: -1.6795 2.2645 0.7147
H: 0.3719 1.5556 -0.2669

Properties
E_LUMO   -3.41 eV
Frontier orbital gap   0.3046 Ha
Net charge   +1
Spin multiplicity   1
Energy above the lowest of the compared OMol25 structures with the same formula, charge and spin   50.02 kcal/mol

=====

Below is the ion C12H17N2O with charge +1 in a non-equilibrium geometry, with properties calculated with ωB97M-V/def2-TZVPD.

Atoms and positions in Å:
C: 4.1745 -0.3903 -0.2648
C: 3.1923 -0.6604 -1.1942
C: 3.8830 0.5056 0.7034
C: 1.8696 -0.2554 -1.0449
C: 2.6168 1.0536 0.8535
C: 1.5654 0.5566 0.0370
C: -0.4051 -2.4979 0.5650
C: -2.2246 1.3765 -0.3712
C: -2.6804 -0.0062 0.1907
C: -0.7385 1.2511 -0.8350
C: -2.1662 -1.2871 -0.4774
C: 0.1592 0.9840 0.3204
N: -0.7455 -1.4493 -0.0626
N: -0.0759 1.1408 1.5800
O: 0.8454 -2.8700 0.8552
H: 5.0724 -0.8099 -0.4639
H: 3.5076 -1.3554 -2.0956
H: 4.7912 0.7175 1.2221
H: 0.9720 -0.4492 -1.5170
H: 2.3249 1.8007 1.5912
H: -1.0855 -3.1515 0.9659
H: -2.7407 1.6562 -1.2738
H: -2.1468 2.2151 0.2974
H: -2.4416 -0.2203 1.2873
H: -3.7166 -0.1574 0.1185
H: -0.5058 0.4428 -1.4020
H: -0.5054 2.0825 -1.3502
H: -2.6515 -2.1006 -0.0609
H: -2.3633 -1.0960 -1.5969
H: -0.8708 1.6666 1.9216
H: 0.6121 0.7920 2.2419
H: 1.4278 -2.5273 0.1717

Properties
E_LUMO   -4.11 eV
Frontier orbital gap   0.3269 Ha
Net charge   +1
Spin multiplicity   1
Energy above the lowest of the compared OMol25 structures with the same formula, charge and spin   76.83 kcal/mol

=====

Below is a structure of composition C14H23ClIO2P2W in a non-equilibrium geometry, with properties calculated with ωB97M-V/def2-TZVPD.

Atoms and positions in Å:
C: 1.5135 -2.7516 -2.1869
C: 2.4586 -1.6238 -1.8384
H: 1.7697 -3.1852 -3.1554
H: 0.4887 -2.3339 -2.1692
H: 1.5445 -3.5161 -1.3918
O: 3.2236 -1.0956 -2.6462
I: 3.3934 0.4879 -0.2952
W: -1.5897 0.9894 -0.5029
P: -0.6364 1.5672 -2.7470
C: 0.9827 1.7633 -3.5519
C: -1.3932 0.2981 -3.8857
H: -2.5738 3.0862 -3.1124
H: -1.3672 3.1932 -4.4348
H: -1.0494 3.9622 -2.8450
C: -1.5006 3.0979 -3.3443
H: -2.4248 0.0473 -3.6006
H: -1.3944 0.6827 -4.9198
H: 0.8430 1.8388 -4.6397
H: 1.6365 0.9155 -3.3350
H: -0.7888 -0.6211 -3.8499
H: 1.4776 2.6769 -3.2093
C: 2.3151 -1.2580 -0.4271
O: 1.6779 -1.8572 0.4109
Cl: -3.7730 0.9035 -0.9375
C: -2.1606 -1.3979 1.6877
P: -0.8571 -0.1148 1.3950
C: -1.7018 1.4994 1.8010
C: 0.1673 -0.4333 2.9261
C: 0.9962 -1.5534 3.0197
C: 1.8944 -1.7392 4.0673
C: 1.9528 -0.7940 5.0953
C: 0.9847 0.2287 5.1262
C: 0.0460 0.3459 4.0993
H: -3.0898 -1.2693 1.1140
H: -2.3713 -1.4202 2.7648
H: -1.6784 -2.3387 1.3777
H: -2.6692 1.4006 2.3037
H: -1.0094 1.9242 2.5245
H: -1.7119 2.2300 0.8993
H: 0.9407 -2.2980 2.2346
H: 2.5396 -2.6126 4.0758
H: 2.7178 -0.8691 5.8655
H: 0.9572 0.9063 5.9871
H: -0.7805 1.0376 4.2504

Properties
⟨S²⟩   2.039
E_LUMO (spin up / spin down)   -14.10 / -13.58 eV
Frontier orbital gap (spin up / spin down)   0.1346 / 0.1554 Ha
Net charge   +3
Spin multiplicity   3
Energy above the lowest of the compared OMol25 structures with the same formula, charge and spin   0.00 kcal/mol

=====

Below is a structure of composition C16H31NNbO2S in a non-equilibrium geometry, with properties calculated with ωB97M-V/def2-TZVPD.

Atoms and positions in Å:
C: 0.0111 -1.7077 1.9390
C: -0.0453 -0.8814 0.5230
C: 1.3735 -0.0922 0.3072
Nb: 1.8990 1.3192 2.0173
C: 0.7372 3.0828 1.1660
C: 0.5254 3.0667 -0.4285
C: 1.8757 3.1780 -1.2950
S: 1.5110 2.4236 -2.9926
O: -1.0681 0.1503 0.5517
C: -2.3110 -0.3316 -0.0573
C: -3.4702 0.6104 0.5824
C: -3.1523 2.1539 0.5277
C: -4.1426 3.1711 1.1393
C: -5.4547 2.6285 1.8173
C: -5.7593 1.0949 1.8246
C: -4.7707 0.0304 1.2095
H: -0.5783 -1.1173 2.7257
H: 1.0824 -1.8165 2.3275
H: -0.4907 -2.7458 1.8558
H: -0.1857 -1.6747 -0.2896
H: 2.1700 -0.9393 0.3143
H: 1.3489 0.3842 -0.7342
H: 0.4518 0.8319 3.0201
H: 2.8895 0.0111 2.8216
H: 3.4166 1.8142 1.1335
H: 2.3716 2.4041 3.4338
H: 1.2693 4.0488 1.5149
H: -0.3177 3.1163 1.6414
H: -0.1220 3.9962 -0.6847
H: -0.0688 2.1591 -0.7944
H: 2.7852 2.6650 -0.8376
H: 2.0938 4.2851 -1.5125
H: 0.4348 1.5497 -2.8079
H: -2.4980 -1.4429 0.1321
H: -2.2884 -0.0494 -1.1757
H: -2.1837 2.5443 0.0430
H: -3.8727 4.2758 1.0833
H: -6.1379 3.4160 2.2832
H: -6.7431 0.7884 2.3159
H: -5.0058 -1.0964 1.2306
C: 2.5299 -5.4076 -1.8725
C: 2.1517 -4.0348 -1.3829
O: 1.5274 -3.8629 -0.3461
N: 2.5251 -2.9610 -2.1312
C: 3.2606 -2.9458 -3.3762
H: 2.1621 -6.1553 -1.1689
H: 2.0757 -5.5978 -2.8475
H: 3.6165 -5.4984 -1.9359
H: 2.2339 -2.0755 -1.7350
H: 4.1707 -2.3599 -3.2293
H: 2.6424 -2.4582 -4.1335
H: 3.5239 -3.9470 -3.7125

Properties
E_LUMO   2.48 eV
Frontier orbital gap   0.2628 Ha
Net charge   -1
Spin multiplicity   1

=====

Below is an isolated molecule of C3H5N5 in a non-equilibrium geometry, with properties calculated with ωB97M-V/def2-TZVPD.

Atoms and positions in Å:
C: -1.0361 0.1084 0.0351
C: 1.8478 0.2821 -0.0626
C: 3.2283 0.1109 -0.0084
H: -2.7224 -1.4120 0.0481
H: -2.9640 0.3945 0.1775
H: -1.6198 1.7802 0.0546
H: -0.5493 -1.8196 0.1154
H: 1.3900 1.2418 -0.0142
N: -2.3458 -0.3377 -0.1796
N: -0.6781 1.3866 -0.0496
N: -0.1263 -0.8831 0.0422
N: 1.2097 -0.8243 -0.1017
N: 4.3660 -0.0278 -0.0567

Properties
E_LUMO   0.21 eV
Frontier orbital gap   0.3559 Ha
Net charge   0
Spin multiplicity   1
Energy above the lowest of the compared OMol25 structures with the same formula, charge and spin   63.79 kcal/mol

=====

Below is a structure of composition C5H11NO2, with properties calculated with ωB97M-V/def2-TZVPD.

Atoms and positions in Å:
C: 0.1130 -0.2826 0.1416
C: -0.6131 1.3440 2.1821
C: 1.0255 -0.9464 1.1287
C: -0.6335 -1.0402 -2.4759
N: -0.4283 1.1855 0.7452
C: 0.5301 -0.1044 -2.2504
O: 0.8952 0.1680 -0.9597
O: 1.1661 0.3997 -3.1361
H: 0.0463 1.9385 0.2553
H: -1.0867 0.4106 0.1887
H: -1.1376 2.2779 2.3880
H: -1.2286 0.5211 2.5489
H: 0.3357 1.3360 2.7222
H: 1.9197 -0.3445 1.3431
H: 0.5113 -1.1759 2.0621
H: 1.3558 -1.8953 0.7010
H: -0.6898 -1.2488 -3.5415
H: -1.5642 -0.5830 -2.1388
H: -0.5170 -1.9603 -1.9047

Properties
E_LUMO   0.81 eV
Frontier orbital gap   0.3230 Ha
Net charge   0
Spin multiplicity   1
Energy above the lowest of the compared OMol25 structures with the same formula, charge and spin   95.48 kcal/mol

=====

Below is a cluster of 10 separate species, C81H178N7O19P3 in total in a non-equilibrium geometry, with properties calculated with ωB97M-V/def2-TZVPD.

Atoms and positions in Å:
C: -4.6894 3.1366 3.4518
C: -4.7062 3.2293 1.9637
C: -5.5105 2.0756 1.2996
C: -6.9714 2.3832 1.1438
C: -7.2129 3.7977 0.5535
C: -6.5954 4.9041 1.3536
N: -5.1525 4.5609 1.4513
O: -4.4453 5.5866 2.1560
C: -6.6757 6.1985 0.5649
C: -7.2475 5.1658 2.7497
C: -3.2239 3.1837 1.4834
H: -4.1597 2.2464 3.7753
H: -5.7041 2.9658 3.8450
H: -4.3046 3.9515 4.0321
H: -5.1503 1.9446 0.2633
H: -5.3312 1.1200 1.8186
H: -7.5904 2.2839 2.0551
H: -7.3811 1.6656 0.4064
H: -8.2718 4.0503 0.5779
H: -6.8016 3.9226 -0.4824
H: -6.1272 6.1474 -0.3834
H: -7.7061 6.5190 0.3224
H: -6.1457 6.9686 1.1330
H: -7.5400 4.2721 3.3112
H: -6.3714 5.5365 3.2895
H: -8.1093 5.8656 2.8094
H: -3.2018 3.3470 0.3723
H: -2.8367 2.2108 1.8279
H: -2.6780 3.9889 1.9527
H: -3.9305 6.0028 1.4347
C: 1.8541 4.7659 6.1335
C: 3.1069 3.8957 5.8676
C: 2.5671 2.7351 4.9159
C: 2.3685 3.1257 3.4526
C: 3.6748 3.7477 2.9212
C: 4.1036 4.9857 3.7521
N: 4.2455 4.5911 5.1735
O: 4.5155 5.7409 5.9890
C: 5.5145 5.3669 3.1857
C: 3.0760 6.1651 3.5741
C: 3.6087 3.3365 7.1907
H: 1.2301 4.8461 5.2561
H: 1.9768 5.8004 6.4878
H: 1.2988 4.2131 6.8790
H: 3.2367 1.8874 5.0785
H: 1.6231 2.4256 5.4124
H: 1.4482 3.7009 3.3785
H: 2.1843 2.1279 3.0194
H: 3.6670 4.0343 1.8408
H: 4.5049 3.0251 2.9961
H: 5.5024 5.4326 2.0698
H: 5.8975 6.2517 3.6840
H: 6.1873 4.5407 3.4335
H: 3.2306 6.8114 2.7197
H: 2.0504 5.8004 3.5426
H: 3.1644 6.7886 4.4383
H: 3.8328 4.1560 7.8619
H: 4.5057 2.7452 7.1751
H: 2.8001 2.7858 7.6728
H: 5.4545 5.7173 5.9086
C: -4.1371 -3.4156 1.5127
C: -3.6766 -4.8334 1.6691
C: -4.4900 -5.7308 0.6851
C: -3.8840 -7.0833 0.4387
C: -2.4039 -6.9389 -0.0603
C: -1.4859 -6.1616 0.9224
N: -2.2385 -4.9340 1.2299
O: -1.4632 -3.9931 2.1167
C: -1.2759 -7.0805 2.1451
C: -0.1593 -5.8101 0.2720
C: -3.8451 -5.2987 3.1415
H: -3.8639 -3.1390 0.5064
H: -3.6299 -2.6966 2.1535
H: -5.2381 -3.4429 1.5798
H: -5.4316 -5.8189 1.2340
H: -4.6408 -5.2235 -0.2481
H: -4.4395 -7.6010 -0.3335
H: -3.9378 -7.6728 1.3430
H: -2.4529 -6.3561 -0.9851
H: -1.9696 -7.9089 -0.2257
H: -0.7521 -7.9700 1.7673
H: -0.5770 -6.6284 2.8364
H: -2.1925 -7.2984 2.6893
H: 0.4177 -6.7117 0.0268
H: -0.3667 -5.3394 -0.6847
H: 0.3896 -5.0886 0.8598
H: -4.8826 -5.0923 3.4465
H: -3.1709 -4.7875 3.7966
H: -3.6301 -6.3432 3.3051
H: -1.3336 -4.5090 2.9280
C: -4.9764 0.1445 -2.3307
C: -5.9511 -0.0848 -3.4621
C: -5.2640 0.1040 -4.8182
C: -4.2827 -1.0441 -5.1536
C: -4.8644 -2.4172 -5.0856
C: -5.6195 -2.7026 -3.7817
N: -6.4850 -1.5342 -3.4410
O: -7.0473 -1.7751 -2.1088
C: -6.5090 -3.9334 -3.9928
C: -4.5994 -3.1381 -2.6733
C: -7.1261 0.8596 -3.3759
H: -4.0218 -0.3539 -2.4343
H: -5.3473 -0.1145 -1.3554
H: -4.8791 1.2228 -2.2726
H: -6.1071 0.0892 -5.5166
H: -4.7530 1.0685 -4.8691
H: -3.3563 -0.9697 -4.5322
H: -3.8980 -0.8673 -6.2085
H: -4.0577 -3.1688 -5.1719
H: -5.5489 -2.5431 -5.9376
H: -5.9735 -4.7990 -4.3929
H: -7.0540 -4.2356 -3.0864
H: -7.2402 -3.5824 -4.7138
H: -4.3022 -4.1591 -2.7807
H: -3.6528 -2.5768 -2.6854
H: -5.1112 -3.0765 -1.7000
H: -6.9382 1.9471 -3.3435
H: -7.8068 0.7007 -2.5642
H: -7.6972 0.6449 -4.2974
H: -7.9689 -1.9739 -2.3066
C: 7.1957 -1.2473 2.2686
C: 5.7446 -1.6818 1.9857
C: 5.6381 -2.0721 0.5252
C: 4.3691 -2.8795 0.1769
C: 4.2819 -4.1105 1.1131
C: 4.2845 -3.7727 2.5950
N: 5.4910 -2.8735 2.8538
O: 5.4460 -2.5295 4.2690
C: 2.9322 -3.0530 3.0271
C: 4.4367 -5.0543 3.4837
C: 4.7842 -0.5111 2.2806
H: 7.8489 -2.1229 1.9420
H: 7.2839 -1.0276 3.3475
H: 7.3944 -0.3545 1.6788
H: 5.6835 -1.1277 -0.0549
H: 6.5021 -2.6753 0.1903
H: 4.3719 -3.2203 -0.8456
H: 3.4848 -2.2599 0.3961
H: 5.1452 -4.7419 0.8423
H: 3.3564 -4.6981 0.8726
H: 2.1162 -3.7953 3.0450
H: 3.0082 -2.5529 4.0046
H: 2.6485 -2.2835 2.3010
H: 3.6543 -5.8013 3.3315
H: 5.4278 -5.4496 3.3182
H: 4.3314 -4.8082 4.5307
H: 5.2438 0.4594 2.0098
H: 4.5906 -0.4324 3.3649
H: 3.8009 -0.5419 1.7722
H: 6.3171 -2.7876 4.5687
C: -1.2333 -2.8117 -1.5613
C: 0.0659 -1.9782 -1.7931
C: -0.2204 -0.9192 -2.8132
C: -0.7383 0.3802 -2.2654
C: -0.1422 0.8656 -0.9670
C: 0.1027 -0.2331 0.0803
N: 0.6812 -1.3929 -0.5581
O: 0.9169 -2.4580 0.3964
C: 1.1051 0.3153 1.1105
C: -1.1679 -0.5260 0.9181
C: 1.1087 -2.9665 -2.4061
H: -2.0005 -2.2019 -1.0870
H: -1.1052 -3.5372 -0.7592
H: -1.5502 -3.2675 -2.4924
H: 0.7603 -0.6332 -3.2170
H: -0.7926 -1.3269 -3.6342
H: -1.8080 0.2729 -2.0404
H: -0.6039 1.1311 -3.0317
H: -0.6782 1.6922 -0.5257
H: 0.8491 1.2485 -1.2523
H: 2.0616 0.4769 0.6089
H: 0.7798 1.2604 1.6150
H: 1.2899 -0.3600 1.9492
H: -1.4118 0.3842 1.4814
H: -2.0332 -0.7414 0.2732
H: -1.0108 -1.3185 1.6367
H: 1.4477 -3.6712 -1.6311
H: 1.9816 -2.3478 -2.6901
H: 0.7624 -3.5387 -3.2879
H: 0.1227 -2.7146 0.8555
C: -3.6977 -1.9728 5.4084
C: -2.6090 -2.3310 6.4104
C: -1.5368 -3.2121 5.7735
C: -0.7230 -2.3823 4.6958
C: -0.0387 -1.2405 5.4308
C: -0.9568 -0.3106 6.2460
N: -1.8971 -1.1642 6.9609
O: -2.8214 -0.3693 7.7728
C: -0.0431 0.5365 7.1407
C: -1.6371 0.6397 5.3131
C: -3.3140 -3.1112 7.5145
H: -4.1432 -2.8953 5.0454
H: -3.3205 -1.4021 4.5630
H: -4.4330 -1.3164 5.8377
H: -0.8847 -3.5436 6.5923
H: -2.0095 -4.0809 5.3237
H: -1.3112 -1.9748 3.8459
H: 0.0954 -2.9662 4.2876
H: 0.5326 -0.5526 4.7467
H: 0.6958 -1.7621 6.0536
H: 0.6027 1.1605 6.5044
H: -0.6446 1.1758 7.8087
H: 0.5087 -0.1547 7.7667
H: -1.0200 1.5348 5.2259
H: -1.8559 0.3162 4.2901
H: -2.5609 1.0777 5.7370
H: -3.9674 -2.4437 8.0876
H: -2.5823 -3.5955 8.1424
H: -3.9398 -3.9409 7.2006
H: -3.4596 -0.0286 7.1387
C: 1.8562 2.7430 -4.9486
C: 1.4958 3.8906 -4.0062
O: 1.5679 3.3840 -2.6393
P: 2.7901 3.8443 -1.7491
O: 3.9444 4.3200 -2.5453
O: 2.2383 4.9482 -0.7824
C: 1.0550 4.9021 0.0389
C: -0.2636 5.0921 -0.6803
O: 3.0645 2.5894 -0.8495
C: 4.2097 1.7298 -1.1127
C: 3.7660 0.5867 -2.0719
H: 1.9970 3.1215 -5.9463
H: 2.7736 2.2675 -4.6217
H: 1.0718 1.9878 -4.8293
H: 2.2244 4.6928 -4.0832
H: 0.5132 4.1986 -4.3180
H: 1.0436 3.9793 0.5765
H: 1.2228 5.6790 0.7884
H: -0.3940 4.3933 -1.4659
H: -1.1608 4.9685 -0.0407
H: -0.2977 6.1064 -1.0864
H: 4.9761 2.3275 -1.6041
H: 4.5020 1.3596 -0.1117
H: 2.8808 0.0814 -1.6592
H: 3.4213 1.1329 -2.9441
H: 4.6060 -0.0724 -2.3675
C: 3.9947 -1.2452 -5.1178
C: 5.4397 -1.6433 -5.1359
O: 6.1324 -0.6299 -4.4187
P: 7.6900 -0.8105 -4.2510
O: 8.1882 -2.1679 -4.2585
O: 8.3121 0.1225 -5.3692
C: 9.7274 -0.0975 -5.6569
C: 10.2953 1.1074 -6.3858
O: 7.9922 -0.0068 -2.9510
C: 8.1006 -0.6924 -1.6922
C: 9.4870 -1.1301 -1.4492
H: 3.7762 -0.3119 -5.6595
H: 3.3907 -2.0561 -5.5514
H: 3.7037 -1.0854 -4.0985
H: 5.5852 -2.5776 -4.6012
H: 5.7677 -1.6195 -6.1656
H: 10.2340 -0.3154 -4.7050
H: 9.7617 -0.9879 -6.2934
H: 11.3951 0.9967 -6.3678
H: 9.9346 1.1980 -7.4372
H: 10.0273 2.0971 -5.9630
H: 7.6707 0.0082 -0.9636
H: 7.3845 -1.5251 -1.7562
H: 10.0847 -0.2518 -1.2626
H: 9.5618 -1.7079 -0.5411
H: 9.7869 -1.7984 -2.2508
C: 0.3502 3.2326 -9.7527
C: -0.8979 2.5965 -9.2405
O: -0.9114 2.6706 -7.7980
P: -1.9414 1.7166 -7.0357
O: -3.2568 1.6262 -7.6176
O: -1.3491 0.2501 -6.9364
C: -0.1292 -0.0395 -6.2241
C: -0.0507 -1.5400 -6.1426
O: -1.7886 2.3545 -5.5906
C: -2.7945 3.2845 -5.3094
C: -2.9933 3.3452 -3.8207
H: 0.3322 3.0418 -10.8393
H: 0.4067 4.3085 -9.5901
H: 1.1894 2.6717 -9.3487
H: -1.8020 3.0823 -9.6246
H: -0.8847 1.5448 -9.5702
H: 0.6897 0.4379 -6.7864
H: -0.2075 0.4198 -5.2307
H: 0.1029 -1.9377 -7.1709
H: 0.8234 -1.8838 -5.6026
H: -0.9367 -1.9951 -5.7263
H: -2.4099 4.2109 -5.7185
H: -3.7163 3.0769 -5.8515
H: -3.5803 4.2333 -3.5612
H: -3.5602 2.4882 -3.4726
H: -2.0514 3.3131 -3.2649

Properties
E_LUMO   0.40 eV
Frontier orbital gap   0.3264 Ha
Net charge   0
Spin multiplicity   1

=====

Below is an isolated molecule of C4H4O in a non-equilibrium geometry, with properties calculated with ωB97M-V/def2-TZVPD.

Atoms and positions in Å:
C: -0.0059 2.5569 -1.3502
C: -0.7798 1.4530 -1.5615
C: -0.0090 0.9989 -0.4916
C: -0.1502 -0.4237 -0.0711
O: 0.7930 3.2780 -1.0011
H: 0.6550 1.3284 0.3057
H: -0.6534 -1.1785 -0.7362
H: -0.8438 -0.3665 0.7670
H: 0.7336 -0.9751 0.4057

Properties
E_LUMO   0.33 eV
Frontier orbital gap   0.3763 Ha
Net charge   0
Spin multiplicity   1
Energy above the lowest of the compared OMol25 structures with the same formula, charge and spin   79.17 kcal/mol

=====

Number 6 is which compound? C5H11NO2